# 1
{"formula": "C39H48KN3O4S4", "method": "ωB97M-V/def2-TZVPD", "elements": ["C", "H", "H", "C", "O", "C", "H", "H", "H", "H", "C", "C", "H", "C", "H", "C", "H", "N", "C", "H", "O", "O", "H", "S", "C", "H", "H", "C", "H", "C", "S", "H", "C", "C", "H", "H", "H", "C", "N", "C", "H", "C", "C", "O", "H", "C", "C", "H", "H", "C", "H", "H", "C", "H", "H", "S", "H", "H", "H", "H", "C", "H", "H", "H", "H", "H", "C", "C", "H", "C", "H", "H", "N", "C", "H", "H", "K", "H", "H", "C", "C", "C", "H", "H", "C", "C", "C", "C", "C", "H", "C", "C", "C", "H", "H", "C", "C", "H", "S"], "positions_angstrom": [[0.425, -1.381, 3.377], [-1.452, -7.422, -0.116], [-2.281, 0.956, 2.122], [-2.964, -0.246, -2.429], [1.047, 0.405, 1.803], [-2.219, -4.272, -1.051], [0.187, 3.439, -3.594], [1.167, 2.678, 2.723], [-3.514, 4.316, 1.482], [2.368, -0.046, -0.106], [-3.310, 4.127, 0.432], [0.445, 3.457, 0.852], [-2.061, 3.738, -3.233], [3.434, -1.301, -3.706], [2.455, 3.181, -1.875], [-1.128, -5.666, 1.073], [3.407, -0.864, -4.706], [-3.228, 0.139, -0.209], [-1.234, 3.869, 2.641], [1.552, -4.391, -0.772], [-0.139, -4.606, 3.482], [0.707, 0.890, 3.960], [3.756, -5.277, -1.262], [4.095, 0.040, -2.681], [2.940, -0.962, -0.259], [-0.613, 1.913, -3.182], [4.689, -2.764, -4.703], [-2.565, -6.379, -2.385], [3.184, -1.305, 0.751], [-3.742, -0.344, -3.591], [1.749, -2.103, -0.983], [-3.103, 2.641, -2.343], [-4.022, 0.625, 0.874], [0.146, 2.627, -2.859], [2.924, 3.529, -0.222], [-0.700, -6.195, 1.914], [-1.932, -2.527, 0.065], [-0.179, 3.122, -1.465], [-3.712, 0.307, -1.329], [-1.553, -6.342, -0.067], [2.412, -1.512, -3.408], [2.414, -3.732, -0.644], [2.253, 2.930, -0.835], [-2.063, -3.125, 3.346], [-4.765, 0.026, -3.562], [-5.412, 0.654, 0.821], [3.588, -4.220, -1.487], [5.138, -2.499, -3.042], [-3.629, -6.210, -2.567], [-4.112, 1.300, 3.179], [2.685, -3.790, 0.416], [-6.068, 1.592, 4.009], [-1.239, -4.287, 1.162], [4.829, 0.016, -0.480], [4.824, -1.613, -1.109], [3.414, -4.131, -3.290], [-5.895, 0.371, -0.105], [-2.402, -7.455, -2.298], [-2.300, 3.946, 2.832], [1.096, 2.097, -2.889], [-1.495, 3.484, -1.161], [-2.026, -6.022, -3.266], [2.445, 3.160, 1.650], [1.311, -1.694, 3.946], [-3.235, 4.374, -2.088], [-0.384, -1.309, 4.110], [-5.496, 1.335, 3.126], [1.448, 3.431, 1.981], [2.526, 1.879, -0.694], [0.746, 0.096, 2.993], [-0.752, 4.756, 3.067], [-3.588, 5.031, -0.119], [0.129, -2.359, 2.312], [-2.106, -5.658, -1.144], [-1.447, -1.837, -5.560], [-2.618, -3.695, -1.880], [-0.751, -0.693, 0.566], [-3.596, 1.542, 4.100], [1.506, 4.408, 2.478], [0.805, 3.180, -0.469], [-1.141, -1.222, -3.520], [-1.785, -3.596, 0.079], [-0.855, 3.010, 3.205], [-3.986, 3.334, 0.105], [-0.897, 3.705, 1.174], [-1.613, -0.634, -2.324], [-2.526, 3.563, -2.263], [-1.894, -1.372, -4.684], [4.279, -2.587, -3.707], [-0.115, -1.595, -3.555], [-3.212, -0.917, -4.730], [4.222, -0.706, -1.036], [-3.367, 0.957, 2.057], [-7.227, 1.026, 1.896], [-3.805, -1.015, -5.633], [-1.864, 3.761, 0.163], [-6.144, 1.016, 1.940], [4.510, -3.701, -1.222], [-0.790, -3.526, 2.741]], "forces_ev_per_angstrom": [[0.03, -0.19, 0.11], [0.00, 0.00, -0.01], [-0.16, -0.04, -0.05], [0.26, -0.07, -0.08], [0.17, -0.20, 0.38], [0.20, -0.02, 0.01], [0.02, 0.00, 0.01], [0.03, 0.08, -0.03], [0.01, -0.03, -0.01], [0.05, -0.03, 0.01], [0.08, -0.05, -0.01], [0.11, -0.13, 0.06], [0.00, -0.01, 0.01], [0.01, -0.07, -0.06], [0.00, 0.00, 0.01], [0.04, -0.04, -0.07], [0.03, -0.02, -0.01], [0.15, 0.11, 0.42], [0.04, -0.06, -0.04], [0.03, -0.03, -0.04], [0.04, -0.10, 0.06], [-0.06, -0.09, -0.05], [0.00, 0.01, -0.02], [-0.03, 0.00, -0.01], [-0.01, -0.09, 0.14], [-0.01, 0.02, -0.02], [-0.03, 0.00, -0.01], [0.00, 0.00, 0.02], [-0.04, -0.02, -0.02], [-0.19, 0.13, 0.17], [-0.17, 0.12, -0.27], [-0.06, -0.10, 0.00], [-0.01, -0.07, 0.10], [-0.04, 0.01, 0.06], [0.00, 0.01, 0.01], [-0.01, 0.00, -0.01], [-0.10, -0.27, 0.13], [0.01, -0.01, -0.01], [-0.25, 0.02, -0.47], [-0.03, 0.07, -0.06], [0.03, -0.01, -0.02], [-0.02, -0.02, 0.22], [-0.06, -0.05, 0.04], [-0.04, 0.00, -0.08], [0.05, -0.04, -0.06], [-0.03, 0.02, -0.06], [0.03, -0.06, 0.05], [0.00, 0.00, 0.00], [0.01, 0.00, 0.00], [0.25, 0.14, -0.04], [-0.06, 0.01, 0.00], [0.00, 0.00, 0.00], [0.01, 0.06, -0.03], [-0.02, 0.01, 0.00], [0.02, -0.02, 0.01], [-0.01, 0.00, -0.03], [-0.01, 0.00, 0.00], [0.00, 0.02, 0.00], [0.01, -0.01, -0.02], [-0.04, 0.00, 0.01], [0.01, -0.03, 0.01], [-0.01, 0.00, 0.01], [0.00, 0.00, -0.02], [0.01, -0.01, 0.04], [0.02, -0.01, 0.00], [-0.04, -0.01, -0.01], [-0.04, -0.01, -0.03], [-0.03, 0.08, -0.06], [0.00, 0.14, -0.01], [0.15, 0.07, -0.02], [0.00, -0.01, -0.02], [0.01, 0.00, 0.02], [0.10, 0.24, 0.13], [0.04, -0.04, 0.04], [-0.03, 0.01, -0.01], [0.00, -0.03, 0.03], [0.06, 0.46, -0.76], [0.02, -0.01, -0.01], [-0.02, 0.00, -0.01], [0.03, 0.04, -0.06], [-0.02, 0.08, 0.02], [-0.17, -0.08, 0.04], [-0.01, 0.05, 0.00], [-0.01, 0.00, -0.02], [-0.18, 0.00, 0.12], [-0.20, -0.14, 0.02], [0.06, 0.02, 0.03], [0.00, 0.06, 0.13], [-0.03, 0.08, -0.01], [-0.03, 0.02, 0.03], [0.12, -0.06, -0.05], [0.06, 0.00, 0.03], [-0.09, -0.01, 0.11], [0.00, -0.01, -0.02], [-0.01, 0.01, 0.00], [0.00, 0.13, -0.03], [-0.04, -0.01, -0.03], [0.01, 0.02, 0.00], [0.02, 0.08, -0.02]], "total_charge": -2, "e_above_lowest_ev": 1.403, "homo_ev": -2.0686}



# 2
{"formula": "C36H36IrN3O7SSbSe", "method": "ωB97M-V/def2-TZVPD", "elements": ["O", "C", "H", "C", "C", "O", "H", "H", "H", "H", "O", "N", "H", "H", "C", "C", "N", "C", "C", "C", "H", "H", "H", "O", "H", "C", "H", "S", "H", "H", "C", "C", "H", "H", "H", "C", "Se", "C", "C", "H", "H", "H", "H", "O", "H", "C", "C", "C", "H", "C", "C", "C", "C", "O", "Sb", "H", "C", "C", "H", "H", "C", "H", "H", "C", "C", "H", "C", "C", "C", "Ir", "C", "H", "C", "C", "C", "N", "H", "C", "H", "O", "C", "H", "H", "C", "H", "H"], "positions_angstrom": [[0.408, 2.612, -2.339], [1.755, -0.478, 3.095], [-1.014, 3.533, 4.642], [3.656, -2.688, -0.991], [1.959, -5.013, 2.543], [0.379, 1.705, 0.182], [0.293, -0.735, -6.960], [-1.327, 1.448, 5.701], [-1.115, 4.129, 2.391], [0.838, 3.454, -4.401], [-1.230, -0.021, 1.894], [-3.020, 1.365, 2.124], [2.554, -2.957, 2.600], [-0.243, -4.022, -0.467], [4.103, -0.786, -2.956], [-5.217, 2.028, -1.959], [-4.804, 0.892, -1.161], [0.407, 0.190, -6.403], [0.739, 1.370, -7.076], [2.180, -0.365, 1.773], [0.895, -1.096, 3.333], [-5.867, -1.277, 1.150], [3.980, 1.587, 4.602], [0.528, 4.354, -0.370], [0.882, 1.376, -8.151], [-2.332, 2.548, 1.579], [-2.654, 3.072, 4.257], [-0.735, -2.235, -2.585], [3.492, -3.441, -0.229], [-0.024, -0.752, -4.537], [4.738, -2.821, -1.852], [2.408, 0.205, 4.113], [4.264, -0.037, -3.722], [-3.156, 0.316, 4.479], [-3.664, 1.631, 2.854], [2.782, -1.609, -1.107], [1.056, 2.872, -0.716], [3.249, 0.475, 1.482], [0.887, 2.537, -6.329], [2.341, 0.178, -2.221], [-0.201, -6.358, 0.312], [5.403, -3.673, -1.754], [-5.062, 1.827, -3.018], [-3.387, -2.081, 1.121], [-0.318, 2.579, 2.326], [0.385, -4.298, 0.375], [3.479, 1.037, 3.813], [1.193, -5.976, 1.901], [-3.092, 3.306, 1.377], [0.224, 0.173, -5.038], [0.368, 1.349, -4.253], [1.158, -3.324, 1.007], [-1.602, 2.823, 4.053], [-2.765, 1.045, -2.112], [1.085, -1.326, 0.195], [-0.234, 1.203, 4.344], [4.965, -1.868, -2.836], [-3.488, 0.450, -1.282], [-4.633, 2.912, -1.702], [4.700, 1.852, 2.244], [-2.135, 0.250, 4.090], [1.206, -7.003, 2.248], [1.147, 3.466, -6.828], [0.406, -5.615, 0.815], [-5.213, -0.767, 0.458], [5.807, -1.971, -3.512], [0.195, 1.331, -2.840], [3.017, -0.661, -2.100], [-3.804, -1.196, 0.378], [-0.768, -0.236, -1.690], [0.713, 2.538, -4.960], [-6.659, 0.632, -0.256], [1.940, -3.696, 2.097], [-1.271, 1.421, 4.608], [-1.268, 3.062, 2.566], [-3.021, -0.555, -0.546], [2.068, 0.103, 5.138], [-2.109, 0.416, 2.589], [-1.855, 2.278, 0.638], [2.652, 2.727, -0.886], [-5.644, 0.254, -0.290], [3.563, 0.624, 0.456], [2.576, -5.285, 3.392], [3.891, 1.177, 2.495], [-6.274, 2.219, -1.770], [-1.707, -0.709, 4.377]], "forces_ev_per_angstrom": [[-0.25, 0.08, 0.02], [0.01, -0.02, 0.01], [0.00, 0.00, 0.00], [0.02, -0.01, 0.01], [0.01, 0.00, 0.01], [0.01, -0.09, 0.05], [0.00, 0.00, 0.00], [-0.02, 0.00, 0.00], [0.02, -0.01, -0.03], [0.00, -0.01, -0.01], [0.11, -0.14, 0.17], [-0.01, -0.05, -0.03], [-0.01, 0.00, 0.00], [0.00, 0.00, 0.01], [0.01, -0.01, -0.01], [0.00, -0.01, 0.00], [0.02, -0.01, 0.01], [0.01, 0.01, -0.02], [0.00, -0.01, 0.00], [-0.08, -0.03, 0.08], [0.00, 0.01, -0.01], [0.01, 0.00, 0.00], [0.00, 0.00, 0.00], [-0.03, 0.09, 0.00], [0.00, 0.00, 0.00], [0.02, 0.02, -0.06], [0.01, -0.01, 0.01], [-0.02, 0.08, 0.01], [0.00, 0.00, 0.00], [0.00, 0.01, -0.01], [0.00, 0.00, 0.00], [0.01, 0.01, 0.00], [0.00, 0.00, 0.00], [0.00, 0.00, 0.00], [0.00, 0.01, 0.01], [0.09, -0.01, 0.17], [-0.01, -0.06, 0.01], [0.00, 0.01, -0.02], [0.00, 0.01, -0.01], [0.00, 0.02, 0.00], [0.00, 0.00, 0.00], [0.00, 0.00, 0.00], [0.00, 0.00, 0.00], [0.00, -0.02, -0.05], [-0.01, -0.02, 0.00], [-0.04, 0.01, 0.03], [0.00, 0.01, 0.01], [-0.01, 0.01, -0.01], [-0.02, -0.02, 0.03], [-0.01, 0.02, 0.02], [0.08, -0.07, -0.04], [-0.15, 0.01, -0.05], [-0.02, 0.02, 0.00], [-0.06, 0.07, 0.01], [-0.04, 0.42, -0.46], [0.01, 0.00, 0.01], [-0.01, 0.01, 0.00], [-0.05, 0.04, -0.03], [0.00, 0.00, 0.00], [0.01, -0.01, 0.00], [0.00, 0.02, -0.02], [0.00, 0.00, 0.00], [0.00, 0.00, 0.00], [0.01, -0.02, 0.01], [-0.01, 0.00, -0.03], [0.00, 0.00, 0.00], [0.12, -0.06, 0.07], [-0.02, -0.01, -0.01], [0.03, -0.05, 0.08], [-0.11, -0.44, 0.02], [0.01, 0.00, 0.02], [0.00, 0.00, 0.00], [0.07, -0.01, -0.01], [0.01, 0.00, -0.01], [-0.02, 0.00, 0.03], [0.17, 0.16, 0.02], [0.00, 0.00, 0.00], [-0.04, 0.10, -0.01], [0.00, 0.03, 0.01], [0.13, -0.05, 0.02], [0.01, -0.01, -0.01], [0.00, 0.02, -0.01], [0.00, 0.00, 0.00], [0.00, 0.01, 0.00], [0.00, 0.00, 0.00], [0.01, 0.00, 0.00]], "total_charge": -2, "e_above_lowest_ev": 0.058, "homo_ev": [-0.4982, -2.8322], "multiplicity": 6}



Number 1: largest force on an atom 0.889 eV/Å. Number 2: largest force on an atom 0.620 eV/Å.